A 10-piece molecular cluster, H20O10 overall in a non-equilibrium geometry. Source: OMol25; level of theory: ωB97M-V/def2-TZVPD.

```
! wB97M-V def2-TZVPD RIJCOSX def2/J DEFGRID3
* xyz 0 1
H -0.5956 -0.3909 0.5592
H -1.3065 0.0661 -0.7040
H -2.0163 -4.4418 -1.9823
H -1.8643 -4.3632 -0.4721
H 0.5910 1.7499 1.3312
H -0.7253 1.8139 2.0885
H 2.7703 0.1293 1.3290
H 2.5505 0.2995 -0.1653
H 1.6591 3.8251 1.6550
H 0.3910 4.4391 2.2251
H -0.8421 1.2009 -1.9111
H -1.4022 1.5608 -3.2775
H -1.2380 -1.8582 2.5285
H -1.1676 -2.6465 1.2310
H 1.6258 0.2013 -3.0209
H 2.3380 0.6628 -1.7601
H 0.0272 -1.3197 4.5461
H 0.2778 -2.8162 4.6329
H -0.0213 0.1577 -3.6972
H -0.0608 1.5911 -4.2011
O -0.4543 0.1046 -0.2554
O -2.5291 -4.3638 -1.1700
O -0.3627 1.7842 1.1959
O 2.1078 0.4028 0.6846
O 0.7053 3.8607 1.5211
O -0.6972 1.7888 -2.6610
O -1.7893 -2.1963 1.8139
O 1.6480 0.0640 -2.0671
O -0.1544 -2.1484 4.0886
O 0.5350 0.8423 -4.0855
*
```

Output
- E_LUMO (eV) = 0.11
- relative energy (zero: lowest compared OMol25 entry of this formula, charge and spin) (eV) = 6.781
- HOMO-LUMO gap (eV) = 8.720
- molar mass (Da) = 180.15
- SMILES = O.O.O.O.O.O.O.O.O.O

natural (NBO) population analysis, charges in e, atoms 1 to 6:
1 H 0.49
2 H 0.44
3 H 0.47
4 H 0.46
5 H 0.48
6 H 0.44